No. 1
Computed, not measured: 6 unconnected molecules or ions with the total composition C6H19O7, with wB97M-V/def2-TZVPD.

```
32
Properties=species:S:1:pos:R:3:mulliken_charge:R:1
H -1.11227 3.61300 -0.26902 0.3244
H -1.83103 0.77482 -3.03316 0.3355
O -0.10442 1.32684 -1.21616 -0.4412
H 2.49729 1.66310 -0.84509 0.3533
O -0.31417 1.47462 0.93761 -0.8243
C 0.41746 1.36954 -0.07367 0.7884
C 1.81011 -1.02180 -1.17457 -0.1890
H -0.40287 -3.37746 0.07305 0.2279
C 0.25283 -2.52097 0.10937 -0.6505
C 1.16478 -2.31299 -0.83614 -0.1010
H 0.41847 0.81680 2.56817 0.3427
H -1.08420 -0.28046 -2.26023 0.2768
H 2.24391 1.90452 0.88458 0.3386
O 0.81391 0.01261 2.97298 -0.6875
H -2.92710 -1.04832 0.88515 0.4353
H -2.12733 -0.58267 -0.27463 0.2406
H 1.53894 -3.05427 -1.55919 0.3221
O -1.72166 -0.17156 -2.96711 -0.6204
H -1.55745 0.44864 1.85615 0.5243
C 1.91731 1.27281 0.00254 -0.9202
H 2.70743 -1.17175 -1.79590 0.4819
H -1.11866 2.58279 -1.24613 0.4395
H -2.96133 0.32590 2.62242 0.2863
H 0.99501 -0.50356 -1.77151 0.0543
H -0.00028 -0.51329 2.86058 0.3498
H -0.12281 -1.92117 0.91371 0.1472
O -2.14132 -0.10224 2.40079 -0.7028
H 3.20907 -0.61631 0.31601 0.4823
O -1.42476 3.53430 -1.18405 -0.6426
H 1.64356 -0.57641 1.01259 0.4436
O -2.90543 -1.14031 -0.08526 -0.6347
C 2.22700 -0.20476 0.17616 -0.7808
```

Calculated values
ΔE to the lowest compared entry with this formula, charge and spin in kJ/mol: 0.0
LUMO level (spin up / spin down) in hartree: 0.006 / -0.194
Spin multiplicity: 2
E_HOMO (spin up / spin down) in eV: -10.2 / -10.0
Gap between HOMO and LUMO (spin up / spin down) in eV: 10.364 / 4.695
Expectation value of S²: 0.76
Total charge: 0
E_tot in eV: -20858.681
Max |F| in eV Å⁻¹: 3.0

=====

No. 2
Computed, not measured: a single C6H2 molecule, with wB97M-V/def2-TZVPD.

```
8
Properties=species:S:1:pos:R:3:mulliken_charge:R:1
H -1.39257 1.34715 -0.13494 0.3041
C -0.33773 1.19911 0.09344 -0.6368
C 3.01431 -0.07916 -0.27333 0.6539
C 3.98151 -0.75810 0.51956 -0.2891
H 0.15679 1.92392 0.76566 0.2276
C 1.79919 -0.08482 -0.02275 0.3299
C 0.57651 0.26972 -0.16102 -0.1344
C 4.37946 0.13107 -0.41705 -0.4550
```

Calculated values
ΔE to the lowest compared entry with this formula, charge and spin in kJ/mol: 399.8
LUMO level (spin up / spin down) in hartree: -0.058 / -0.058
E_HOMO (spin up / spin down) in eV: -9.3 / -9.3
Gap between HOMO and LUMO (spin up / spin down) in eV: 7.757 / 7.760
Total charge: 0
SMILES: C=C=C=C1C#C1
E_tot in eV: -6244.609
Max |F| in eV Å⁻¹: 5.2

=====

No. 3
Computed, not measured: a single C6H2 molecule, with wB97M-V/def2-TZVPD.

```
8
Properties=species:S:1:pos:R:3:mulliken_charge:R:1
H 1.96339 0.95919 -1.57010 0.1969
C 0.47754 0.48244 -0.36510 0.1066
C -0.49678 -0.24486 -0.05991 0.5537
C 1.59988 1.16277 -0.49078 -0.8547
C -2.30873 -1.35476 0.76313 0.3454
H 2.43674 1.54754 0.11064 0.3037
C -1.76800 -0.49479 -0.07968 -0.3126
C -1.90404 -2.05755 1.69180 -0.3390
```

Calculated values
LUMO level (spin up / spin down) in hartree: -0.050 / -0.108
Spin multiplicity: 3
E_HOMO (spin up / spin down) in eV: -8.3 / -10.1
Gap between HOMO and LUMO (spin up / spin down) in eV: 6.965 / 7.134
Expectation value of S²: 2.05
Total charge: 0
E_tot in eV: -6243.515
Max |F| in eV Å⁻¹: 4.5

=====

No. 4
Computed, not measured: a molecular structure, C6H20B2GaN2O5, with wB97M-V/def2-TZVPD.

```
36
Properties=species:S:1:pos:R:3:mulliken_charge:R:1
H -0.00232 -3.64964 1.82411 0.2701
O 1.12287 -2.19771 -0.40748 -0.0450
H 2.38416 -3.84693 -0.21313 0.4065
O 0.16310 4.63520 -2.34478 -0.5756
C -3.21413 4.01486 -0.73215 0.4380
O -4.13439 4.56182 -0.11821 -0.4980
H 1.18135 -4.95648 1.68756 0.3962
C 0.22253 -4.58851 1.31950 -1.4890
H -1.35567 1.07159 -0.91673 0.2706
H 1.18370 -1.69551 1.60941 0.2639
H 0.31736 -5.39008 -0.67561 0.2559
H -0.13748 3.79687 -2.71023 0.2891
Ga -1.35231 4.02800 0.33072 0.1947
H 2.78696 -1.83023 0.82027 0.3921
N -0.96931 -3.72400 -0.65629 -1.1532
O -0.53240 1.58217 2.11538 -0.6099
N -1.58367 0.88886 0.05212 -0.5093
H -1.81757 -4.08581 -0.20136 0.7542
B -1.13713 1.96817 0.90672 0.0804
H 1.83709 4.50205 0.64104 0.1380
H 2.47662 4.29877 -1.00333 0.2439
H -1.16834 -0.00526 0.31677 0.1895
H -1.41612 4.96478 1.64977 -0.3897
C 1.74199 4.84787 -0.39451 -0.8986
H 0.06405 2.30996 2.32404 0.2246
H -1.09589 -3.79720 -1.67858 0.8622
C 0.28837 -4.41573 -0.18694 -0.3631
H 1.69621 -0.47261 0.44468 0.1088
H 1.98726 5.91711 -0.44060 0.2771
H -0.54779 -5.31077 1.59550 0.6434
C 1.74519 -1.53125 0.68760 -0.7102
H -0.87011 -2.71662 -0.44012 0.1416
H 1.54151 -3.63875 -1.75645 0.4663
O -3.12365 3.45492 -1.82869 -0.6160
C 1.44197 -3.53464 -0.67141 -0.7241
B 0.27598 4.54472 -0.94859 0.2742
```

Calculated values
ΔE to the lowest compared entry with this formula, charge and spin in kJ/mol: 0.0
LUMO level in hartree: 0.033
E_HOMO in eV: -0.9
Gap between HOMO and LUMO in eV: 1.738
Total charge: -1
E_tot in eV: -73490.735
Max |F| in eV Å⁻¹: 1.1

=====

No. 5
Computed, not measured: 2 unconnected molecules or ions with the total composition C6H20NOSi2, with wB97M-V/def2-TZVPD.

```
30
Properties=species:S:1:pos:R:3:mulliken_charge:R:1
Si -0.83049 0.65202 1.30232 0.5714
H -1.93060 2.23234 -1.75459 0.3181
H 1.32872 0.32920 2.70910 0.2945
H -2.58262 -0.74066 2.34688 0.2994
C 3.41139 -0.68589 -0.72482 -0.3726
C 3.63624 -1.41391 -1.80746 -0.6596
H -0.13120 3.21844 1.66399 0.3767
C -2.64555 0.02295 1.49785 -1.0622
H 0.68442 -1.26709 2.21819 0.4485
H -1.06685 2.34442 2.92923 0.2839
H -0.48206 -2.70953 -2.29549 0.2528
H 0.70213 1.37428 -1.80018 -0.1406
C 0.40848 -0.29760 2.45310 -1.0974
H -0.33090 -0.48146 3.35808 0.2770
H 3.27844 -1.08556 -2.72322 0.2972
H -1.11279 1.37039 -2.90900 0.3268
H -2.48903 0.53979 -2.06110 0.3594
O -0.29982 -0.89111 -1.61762 -0.1519
C 0.01412 -2.28573 -1.43684 -0.4186
H -1.89730 2.96631 1.47788 0.3448
H 1.13813 -2.20069 -1.24060 0.1737
H 2.77735 0.17981 -0.68171 0.2407
H 3.95963 -1.01998 0.19029 0.1795
H -0.50427 -2.56999 -0.54181 0.2372
Si -0.09116 0.55371 -0.94018 0.3911
C -0.95091 2.55783 1.84773 -1.1294
H -3.35804 0.92233 1.70327 0.2997
H 4.17693 -2.29123 -1.85547 0.3110
H -3.13928 -0.62455 0.75157 0.3653
N -1.67310 1.30115 -2.05939 -0.6163
```

Calculated values
ΔE to the lowest compared entry with this formula, charge and spin in kJ/mol: 11.3
LUMO level in hartree: -0.126
E_HOMO in eV: -13.2
Gap between HOMO and LUMO in eV: 9.731
Total charge: +1
E_tot in eV: -25832.124
Max |F| in eV Å⁻¹: 3.7

=====

No. 6
Computed, not measured: a molecular structure, C6H20O4, with wB97M-V/def2-TZVPD.

```
30
Properties=species:S:1:pos:R:3:mulliken_charge:R:1
H -1.99748 -11.99075 14.90947 0.2540
C -4.65811 -12.83720 12.50091 -0.8303
H 1.38245 -14.67065 8.12594 0.3832
C -4.25074 -13.64030 11.28038 -0.1996
H 0.11211 -11.05488 12.84085 0.2600
H -3.96063 -12.65492 13.31847 0.1682
H 0.51477 -13.77071 10.26892 0.3637
H -1.61459 -11.79973 11.76041 0.5087
H -2.35727 -13.30355 11.89816 0.3382
O -1.51218 -14.25175 9.90229 -0.4676
H -6.10124 -14.36283 11.06104 0.3335
H -2.19361 -14.21848 9.22690 0.3082
H -5.51967 -13.37649 12.89461 0.3916
H -0.23374 -14.75007 7.48211 0.3383
H -3.74533 -14.57278 11.53165 0.2721
H 0.27640 -15.88162 8.79122 0.3207
O -1.45178 -13.04886 11.72079 -0.8694
H -0.20637 -12.88658 8.91399 0.2941
O -5.45719 -13.86576 10.55142 -0.5414
C -0.19775 -13.83746 9.44676 -0.4244
C -1.16674 -12.28962 14.27021 -0.8830
H -4.99527 -11.81426 12.33346 0.2333
C -0.87164 -11.10088 13.30801 -0.3118
C 0.34545 -14.86737 8.39801 -1.2753
O -1.86961 -11.07775 12.33947 -0.7043
H -0.38025 -12.44321 15.00909 0.3831
H -1.28680 -13.35462 10.82887 0.6973
H -0.84634 -10.14542 13.83200 0.3236
H -1.37382 -13.21197 13.72755 0.1655
H -3.70911 -12.95443 10.62899 0.1697
```

Calculated values
ΔE to the lowest compared entry with this formula, charge and spin in kJ/mol: 396.8
LUMO level in hartree: 0.018
E_HOMO in eV: -8.6
Gap between HOMO and LUMO in eV: 9.102
Total charge: 0
E_tot in eV: -14732.341
Max |F| in eV Å⁻¹: 5.4

=====

No. 7
Computed, not measured: 5 unconnected molecules or ions with the total composition C6H20O6, with wB97M-V/def2-TZVPD.

```
32
Properties=species:S:1:pos:R:3:mulliken_charge:R:1
H -3.24362 -0.39194 -1.15243 0.4556
O 2.05718 3.58568 0.90392 -0.5836
H 1.78581 -0.86862 -0.88770 0.3503
H -1.71387 3.14708 2.29379 0.3257
H -3.58022 -2.36009 -0.03118 0.3354
C -0.04681 -0.38606 0.29251 -0.6876
H 2.55060 -0.07290 1.68491 0.3166
H 2.12820 3.42054 -0.02895 0.2852
H 1.84338 -1.17180 2.44245 0.3015
H -0.44518 1.98213 -1.07291 0.1951
C -1.52413 -0.04356 0.00533 -0.1578
O 2.06984 -0.23728 2.50360 -0.6155
H -1.97017 -0.15373 0.99101 0.2608
C 1.23217 1.13343 -1.15954 0.7329
H 2.63969 -3.27190 -0.17267 0.2888
C 0.83557 -0.31517 -0.95358 -0.5041
H -0.65197 3.14542 1.30796 0.3092
C -2.29545 -0.91138 -0.98733 -0.6331
H 2.21007 -3.27606 -1.60906 0.2827
H 0.34874 0.41052 0.92626 0.5569
O 0.49129 2.17598 -1.28361 -0.4249
O -1.59881 2.94292 1.35374 -0.5821
C -2.58215 -2.32742 -0.45759 -1.2035
H -1.83175 -2.63498 0.26876 0.3163
O 2.37243 -2.67441 -0.88206 -0.5981
O 2.45587 1.28678 -1.11731 -0.1812
H 1.88874 2.95185 1.59945 0.3298
H -2.48924 -3.05388 -1.26070 0.3148
H -1.52903 0.95772 -0.43116 0.0973
H -1.87103 -0.91785 -1.99587 0.3106
H 0.06633 -1.33786 0.77878 0.3534
H 0.39752 -0.73316 -1.86884 0.4525
```

Calculated values
ΔE to the lowest compared entry with this formula, charge and spin in kJ/mol: 0.0
LUMO level (spin up / spin down) in hartree: -0.155 / -0.337
Spin multiplicity: 2
E_HOMO (spin up / spin down) in eV: -14.8 / -14.8
Gap between HOMO and LUMO (spin up / spin down) in eV: 10.548 / 5.603
Expectation value of S²: 0.76
Total charge: +1
E_tot in eV: -18821.167
Max |F| in eV Å⁻¹: 2.1